Record 1
Below is C21H24N2OP2ReSe as an isolated structure, with properties calculated with ωB97M-V with the def2-TZVPD basis set.

Electronic energy (eV): -113232.9726
HOMO level (spin up / spin down) (eV): -14.144 / -14.098
Charge: +2
Gap between HOMO and LUMO (spin up / spin down) (eV): 6.919 / 4.907
Spin multiplicity: 4

Element x y z (Å)
1 C 3.96306 -0.62258 -0.63527
2 C 2.59790 -0.45522 -0.85564
3 C 1.67775 -1.28235 -0.15343
4 C 2.16625 -2.30719 0.71946
5 C 3.56805 -2.45205 0.89606
6 C 4.44516 -1.60925 0.24134
7 C 1.22140 -3.07973 1.39824
8 C -0.12525 -3.07032 1.01485
9 C -0.54334 -2.05013 0.10110
10 C -1.89511 -1.98310 -0.34437
11 C -2.82676 -2.86895 0.19479
12 C -2.43196 -3.85175 1.11958
13 C -1.10880 -3.97119 1.50520
14 H 4.66204 0.04214 -1.14544
15 H 3.91434 -3.25138 1.55331
16 H 5.52006 -1.70264 0.39729
17 H 1.55592 -3.81398 2.12778
18 H -3.87773 -2.76887 -0.08953
19 H -3.19271 -4.51279 1.54169
20 H -0.77779 -4.75619 2.18764
21 N 0.32188 -1.00777 -0.15499
22 Re -0.35567 1.01604 0.78959
23 C 2.07928 0.65422 -1.73576
24 H 1.30339 0.30443 -2.43045
25 H 2.89169 1.13423 -2.29436
26 C -2.29063 -0.88710 -1.30154
27 H -1.60678 -0.82134 -2.15924
28 H -3.30959 -1.03456 -1.67830
29 P 1.29294 1.96546 -0.67716
30 P -2.21997 0.79061 -0.43785
31 C -3.82709 0.71561 0.42577
32 H -4.02353 1.69198 0.87367
33 H -4.64660 0.48557 -0.26170
34 H -3.81988 -0.02408 1.22910
35 C -2.62558 1.90590 -1.82596
36 H -3.58192 1.62652 -2.28841
37 H -2.71045 2.92633 -1.43556
38 H -1.83820 1.88305 -2.58636
39 C 2.71887 2.65668 0.22605
40 H 3.53391 2.89599 -0.46896
41 H 2.38618 3.56393 0.74709
42 H 3.06219 1.92303 0.96355
43 C 0.86274 3.25926 -1.88242
44 H 0.50766 4.13796 -1.32737
45 H 1.75492 3.52476 -2.46715
46 H 0.07088 2.90701 -2.55470
47 C -1.28289 0.23011 2.30697
48 O -1.83702 -0.29129 3.19880
49 H 1.05384 0.22483 1.78130
50 Se -0.98251 5.43057 2.47747
51 C -0.77578 3.84823 1.80535
52 N -0.61879 2.73135 1.36888


Record 2
Below is a single C21H24N4O2 molecule, with properties calculated with ωB97M-V with the def2-TZVPD basis set.

Electronic energy (eV): -32222.2506
HOMO level (eV): -7.570
Gap between HOMO and LUMO (eV): 8.194
SMILES: CN(C)c1ccc(C(c2ccc(N(C)C)cc2)n2ccc(=O)[nH]c2=O)cc1
Energy above the lowest of the compared OMol25 structures with the same formula, charge and spin (eV): 1.920

Element x y z (Å)
1 N -1.97786 0.22131 -1.24475
2 C -3.37447 0.03494 -1.24577
3 O -4.06748 0.10183 -0.23617
4 N -3.89987 -0.22523 -2.50140
5 C -3.28480 -0.08447 -3.74710
6 O -3.94487 -0.21579 -4.77457
7 C -1.88037 0.19698 -3.63118
8 C -1.28014 0.26163 -2.42733
9 H -4.89035 -0.41300 -2.50596
10 H -1.28827 0.31810 -4.52755
11 H -0.20525 0.39906 -2.33487
12 C -0.32698 -5.93656 1.94747
13 N 0.03351 -4.64498 2.49931
14 C 0.98777 -4.68293 3.59098
15 C -0.30292 -3.45590 1.91039
16 C -1.40920 -3.34082 1.02944
17 C -1.68732 -2.12831 0.41137
18 C -0.89112 -1.00103 0.62486
19 C -1.29442 0.34145 0.02730
20 C -0.19436 1.37706 -0.11911
21 C -0.60456 2.71331 -0.08158
22 C 0.32203 3.73239 -0.19425
23 C 1.67017 3.43655 -0.49590
24 N 2.57834 4.47773 -0.66656
25 C 2.95857 5.34078 0.43179
26 C 3.44915 4.51108 -1.81943
27 C 2.05746 2.08846 -0.64846
28 C 1.14126 1.06621 -0.41140
29 C 0.16684 -1.09675 1.53696
30 C 0.45245 -2.29111 2.18177
31 H -1.21797 -5.85680 1.31862
32 H 0.49412 -6.36305 1.34379
33 H -0.51715 -6.63093 2.77714
34 H 0.76713 -3.88236 4.30725
35 H 0.90101 -5.65219 4.09404
36 H 2.02559 -4.55938 3.24263
37 H -2.07677 -4.18332 0.85385
38 H -2.55094 -2.05635 -0.24034
39 H -2.00675 0.77664 0.74522
40 H -1.66799 2.94700 0.03781
41 H 0.01572 4.77326 -0.09211
42 H 2.12357 5.43174 1.13418
43 H 3.83954 4.94396 0.96719
44 H 3.22390 6.32610 0.03203
45 H 2.89435 4.22351 -2.72212
46 H 3.81348 5.53768 -1.93322
47 H 4.30767 3.83056 -1.71613
48 H 3.09742 1.84530 -0.89251
49 H 1.45375 0.01981 -0.47539
50 H 0.78586 -0.23047 1.75676
51 H 1.28148 -2.34274 2.88300


Record 3
Below is a single C21H24N4O8S molecule, with properties calculated with ωB97M-V with the def2-TZVPD basis set.

Electronic energy (eV): -55342.8533
HOMO level (eV): -8.916
Gap between HOMO and LUMO (eV): 8.353
SMILES: Cn1c(N)c(C(=O)COC(=O)/C=C/c2ccc(S(=O)(=O)N3CCOCC3)cc2)c(=O)n(C)c1=O

Element x y z (Å)
1 C 2.37697 4.34822 0.56613
2 N 2.52493 3.03746 1.16906
3 C 2.90433 2.91255 2.47333
4 N 3.20743 4.00829 3.17183
5 H 2.88222 4.91253 2.87621
6 H 3.35173 3.82566 4.17174
7 C 2.97050 1.64453 3.05907
8 C 2.86708 0.46425 2.23519
9 O 3.12706 -0.66961 2.57968
10 N 2.45350 0.71251 0.91426
11 C 2.17809 1.93798 0.38595
12 O 1.68864 2.07966 -0.71364
13 C 2.21873 -0.42789 0.04526
14 H 2.73394 -0.27497 -0.90168
15 H 2.60553 -1.30702 0.55557
16 H 1.15090 -0.54170 -0.14620
17 C 2.91904 1.56320 4.50616
18 O 3.30305 2.45439 5.25259
19 C 2.25364 0.33345 5.11587
20 H 2.97264 -0.48862 5.16301
21 H 1.92632 0.60595 6.12556
22 O 1.16046 -0.17637 4.36499
23 C 0.34492 0.69024 3.76045
24 O 0.36455 1.88830 3.93293
25 C -0.49756 -0.00763 2.77375
26 C -0.95323 0.65620 1.70708
27 C -1.63716 0.07099 0.56517
28 C -1.52105 0.69548 -0.68184
29 C -2.11974 0.14225 -1.79749
30 C -2.84857 -1.02475 -1.66622
31 C -2.99039 -1.65088 -0.44222
32 C -2.38188 -1.10607 0.67341
33 H -2.49678 -1.57869 1.63625
34 H -3.57822 -2.55383 -0.38752
35 S -3.58355 -1.73195 -3.13560
36 O -4.29363 -2.92885 -2.78044
37 O -4.27976 -0.71314 -3.86178
38 N -2.18083 -2.08886 -3.99855
39 C -1.48096 -3.24676 -3.48322
40 H -1.34479 -3.11321 -2.40872
41 C -0.12563 -3.33901 -4.19003
42 H 0.40117 -4.24825 -3.89672
43 O -0.27861 -3.40488 -5.58652
44 C -0.97789 -2.28416 -6.07873
45 H -1.06225 -2.42700 -7.15674
46 C -2.36093 -2.17740 -5.43586
47 H -2.88508 -1.27809 -5.75713
48 H -2.95906 -3.06124 -5.70032
49 H -0.40819 -1.36702 -5.86866
50 H 0.47706 -2.45842 -3.91956
51 H -2.06324 -4.16208 -3.65942
52 H -2.04054 0.60082 -2.76951
53 H -0.92979 1.59429 -0.77538
54 H -0.74663 1.71824 1.64568
55 H -0.58869 -1.07460 2.89690
56 H 1.58853 4.91914 1.06067
57 H 3.32112 4.89194 0.60865
58 H 2.09502 4.19128 -0.47409